[1]
Below is the ion C9H20N3O2 with charge +1 in a non-equilibrium geometry, with properties calculated with the ωB97M-V functional and the def2-TZVPD basis.

Structure (ORCA input):
```
! RIJCOSX wB97M-V def2-TZVPD def2/J DEFGRID3
* xyz 1 1
C 0.253 -1.873 -1.585
C -0.517 0.147 -0.544
C -2.705 -1.594 1.530
C -2.267 2.872 -0.992
C 3.811 0.849 -0.066
C 2.020 -0.169 1.636
C -2.235 -1.669 0.035
C -1.391 2.257 0.187
C 2.334 0.527 0.327
N 0.488 -0.644 -0.942
N 1.078 -2.844 -1.416
N 1.861 -0.242 -0.835
O -1.767 -0.294 -0.343
O -0.285 1.373 -0.308
H -0.682 -1.894 -2.211
H -2.963 -2.649 1.820
H -1.801 -1.211 2.027
H -3.544 -0.897 1.754
H -1.714 3.344 -1.718
H -2.865 2.246 -1.617
H -2.940 3.586 -0.603
H 3.880 0.953 -1.101
H 4.169 1.764 0.445
H 4.286 -0.094 0.339
H 2.879 -0.049 2.297
H 1.929 -1.211 1.398
H 1.016 0.114 2.163
H -2.982 -1.736 -0.693
H -1.528 -2.507 0.030
H -2.051 1.766 0.882
H -0.823 3.171 0.728
H 1.767 1.463 0.311
H 1.005 -3.649 -2.133
H 2.285 -1.206 -0.802
*
```

* E: -669.3112 hartree
* ΔE to the lowest compared entry with this formula, charge and spin: 194.9 kJ/mol
* SMILES: [H]/N=C/[N+](NC(C)C)=C(OCC)OCC
* molar mass: 202.28 g/mol
* HOMO level: -12.7 eV



[2]
Below is the ion C9H20N3O3 with charge +1 in a non-equilibrium geometry, with properties calculated with the ωB97M-V functional and the def2-TZVPD basis.

Structure (ORCA input):
```
! RIJCOSX wB97M-V def2-TZVPD def2/J DEFGRID3
* xyz 1 1
C 2.836 -1.968 -0.493
C 1.855 -0.915 -1.191
C 2.517 -2.214 1.018
C 2.168 0.472 -0.675
C -5.043 -0.554 -0.054
C 3.471 1.175 -1.043
C -4.772 0.930 0.039
C -3.338 1.256 -0.184
C -2.156 0.564 0.562
N 0.080 0.519 0.077
N 1.216 1.196 -0.179
N 2.793 -1.019 1.676
O 1.234 2.385 0.247
O 3.934 2.025 -0.031
O -0.927 1.255 0.368
H 2.588 -2.875 -1.054
H 4.039 -1.854 -0.563
H 1.905 -0.970 -2.218
H 0.838 -1.215 -0.876
H 1.362 -2.406 1.191
H 3.073 -3.063 1.306
H -4.404 -1.077 0.699
H -6.182 -0.668 0.156
H -4.968 -0.992 -1.047
H 3.342 1.830 -1.951
H 4.325 0.585 -1.229
H -5.394 1.373 -0.755
H -4.977 1.215 1.060
H -3.113 1.011 -1.267
H -3.351 2.378 -0.012
H -2.466 0.868 1.606
H -1.969 -0.521 0.536
H 2.299 -0.728 2.531
H 3.828 -0.772 1.727
H 3.359 2.774 0.021
*
```

* E: -744.3726 hartree
* ΔE to the lowest compared entry with this formula, charge and spin: 1024.1 kJ/mol
* molar mass: 218.28 g/mol
* HOMO level (spin up / spin down): -12.8 / -13.0 eV



[3]
Below is a structure of composition C9H20N3OSTm in a non-equilibrium geometry, with properties calculated with the ωB97M-V functional and the def2-TZVPD basis.

Structure (ORCA input):
```
! RIJCOSX wB97M-V def2-TZVPD def2/J DEFGRID3
* xyz 2 3
Tm 0.209 1.133 -0.727
C 0.117 -0.969 1.661
C -0.134 -1.564 0.251
N -1.139 -0.814 -0.500
C -2.528 -0.659 0.088
C -3.122 0.724 -0.077
S -2.073 2.059 0.583
C -1.706 1.431 2.305
C -0.232 1.278 2.621
N 0.470 0.450 1.552
H 0.819 -1.583 2.205
H -0.832 -1.042 2.160
H -0.414 -2.625 0.335
H 0.774 -1.537 -0.349
H -1.239 -1.252 -1.407
H -2.436 -0.917 1.134
H -3.305 -1.339 -0.323
H -4.099 0.669 0.413
H -3.348 1.008 -1.167
H -2.337 0.551 2.464
H -2.078 2.203 2.932
H -0.091 0.843 3.607
H 0.224 2.258 2.635
H 1.497 0.572 1.653
N 2.040 -1.227 -3.594
C 1.804 -0.303 -2.693
O 0.623 0.219 -2.663
C 2.881 -0.063 -1.646
C 2.547 1.183 -0.762
H 1.365 -1.397 -4.279
H 2.982 -1.572 -3.828
H 3.830 0.065 -2.212
H 3.118 -1.028 -1.112
H 2.650 2.060 -1.388
H 3.165 1.189 0.126
*
```

* E: -2077.3249 hartree
* ΔE to the lowest compared entry with this formula, charge and spin: 0.0 kJ/mol
* <S²>: 2.00
* molar mass: 387.28 g/mol
* HOMO level (spin up / spin down): -15.1 / -15.1 eV



[4]
Below is a cluster of 2 separate species, C9H20NO4 in total, with properties calculated with the ωB97M-V functional and the def2-TZVPD basis.

Structure (ORCA input):
```
! RIJCOSX wB97M-V def2-TZVPD def2/J DEFGRID3
* xyz 1 1
C -1.144 -1.161 -0.077
C -2.041 4.068 0.048
C -1.590 1.328 -1.997
C -2.127 2.541 0.132
C 2.550 -2.556 -0.097
C 2.475 -1.031 -0.160
C 1.646 -3.196 0.974
C 0.047 -0.711 0.321
C -1.213 1.900 -0.864
N 1.161 -0.523 -0.639
O -2.208 -1.278 0.719
O 1.702 -2.502 2.206
O 0.305 -0.250 1.568
O 0.142 1.961 -0.554
H -1.344 -1.473 -1.090
H -2.710 4.520 0.776
H -1.033 4.427 0.252
H -2.330 4.405 -0.943
H -2.019 -0.934 1.607
H -2.624 1.274 -2.267
H -0.878 0.940 -2.703
H -1.852 2.213 1.140
H -3.149 2.223 -0.064
H 3.589 -2.806 0.126
H 2.307 -2.995 -1.064
H 3.249 -0.662 -0.836
H 2.650 -0.610 0.832
H 1.932 -4.243 1.098
H 0.599 -3.178 0.658
H 1.171 0.521 -0.779
H 0.913 -0.960 -1.532
H 2.393 -2.864 2.770
H 0.790 -0.922 2.092
H 0.248 2.521 0.227
*
```

* E: -710.3641 hartree
* ΔE to the lowest compared entry with this formula, charge and spin: 0.0 kJ/mol
* molar mass: 206.26 g/mol
* HOMO level: -12.1 eV



[5]
Below is the ion C9H20O4PSSi with charge -1, with properties calculated with the ωB97M-V functional and the def2-TZVPD basis.

Structure (ORCA input):
```
! RIJCOSX wB97M-V def2-TZVPD def2/J DEFGRID3
* xyz -1 1
C 2.742 2.948 1.238
C 2.195 1.610 0.726
C 1.230 1.750 -0.457
Si 0.149 0.262 -0.872
C 0.557 -0.347 -2.656
O 1.497 -1.164 -2.657
O -0.126 0.145 -3.590
P 0.375 -1.425 0.583
C -0.178 -2.863 -0.421
C 0.376 -4.203 0.102
C -0.965 -1.298 1.853
C -1.051 0.075 2.532
S -1.980 1.028 -0.787
C -2.493 1.515 -2.416
O -1.990 2.247 0.030
O -2.873 -0.059 -0.382
H 2.874 2.942 2.320
H 2.060 3.766 1.001
H 3.705 3.190 0.787
H 1.713 1.084 1.548
H 3.025 0.973 0.418
H 0.582 2.616 -0.296
H 1.801 1.943 -1.369
H 0.189 -2.670 -1.429
H -1.268 -2.893 -0.478
H -0.425 -4.856 0.451
H 0.906 -4.733 -0.689
H 1.073 -4.054 0.927
H -1.922 -1.541 1.392
H -0.756 -2.066 2.601
H -1.317 -0.030 3.585
H -0.107 0.618 2.493
H -1.810 0.692 2.060
H -1.660 1.974 -2.938
H -2.802 0.624 -2.950
H -3.325 2.201 -2.261
*
```

* E: -1685.0034 hartree
* SMILES: CCC[Si@@](C(=O)[O-])(P(CC)CC)S(C)(=O)=O
* molar mass: 283.38 g/mol
* HOMO level: -4.4 eV



[6]
Below is a structure of composition C9H21AgClN3O3 in a non-equilibrium geometry, with properties calculated with the ωB97M-V functional and the def2-TZVPD basis.

Structure (ORCA input):
```
! RIJCOSX wB97M-V def2-TZVPD def2/J DEFGRID3
* xyz 1 2
Ag -8.210 -18.514 22.047
Cl -10.681 -19.245 20.763
C -10.648 -15.771 24.829
C -10.340 -17.167 24.457
O -9.238 -17.494 23.963
N -11.349 -17.982 24.766
C -11.196 -19.479 24.561
H -9.838 -15.044 24.760
H -11.218 -15.711 25.756
H -11.436 -15.473 24.138
H -12.198 -17.558 25.110
H -11.674 -19.837 23.649
H -11.474 -20.062 25.440
H -10.148 -19.767 24.481
C -5.850 -15.340 19.623
C -5.628 -16.674 20.238
O -6.351 -17.045 21.160
N -4.813 -17.497 19.607
C -4.440 -18.789 20.285
H -6.115 -14.752 20.502
H -6.773 -15.365 19.045
H -5.022 -15.048 18.977
H -4.028 -17.104 19.109
H -3.724 -18.708 21.102
H -3.952 -19.372 19.504
H -5.213 -19.274 20.880
C -7.360 -17.610 26.421
C -6.696 -16.376 25.828
O -5.956 -15.690 26.560
N -7.000 -16.067 24.578
C -6.417 -14.878 23.831
H -6.708 -18.481 26.370
H -8.339 -17.866 26.015
H -7.307 -17.405 27.490
H -7.804 -16.479 24.127
H -7.182 -14.158 23.540
H -5.693 -15.144 23.061
H -5.795 -14.322 24.533
*
```

* E: -1352.3879 hartree
* <S²>: 0.75
* molar mass: 362.61 g/mol
* HOMO level (spin up / spin down): -11.4 / -11.4 eV



[7]
Below is a structure of composition C9H21AgN4O6 in a non-equilibrium geometry, with properties calculated with the ωB97M-V functional and the def2-TZVPD basis.

Structure (ORCA input):
```
! RIJCOSX wB97M-V def2-TZVPD def2/J DEFGRID3
* xyz 0 1
Ag 0.792 0.797 0.942
N 2.977 1.090 2.936
O 2.602 -0.058 2.684
O 2.514 1.966 2.248
O 3.806 1.292 3.825
C -0.595 -2.850 2.727
C -1.378 -1.565 2.680
O -0.834 -0.645 2.100
N -2.636 -1.519 3.073
C -3.597 -0.379 2.835
H 0.338 -2.810 2.166
H -1.077 -3.732 2.305
H -0.340 -3.143 3.746
H -3.048 -2.240 3.647
H -3.361 0.351 2.061
H -3.715 0.237 3.727
H -4.513 -0.890 2.539
C -2.160 3.658 -0.417
C -1.190 2.622 -1.009
O -0.069 2.414 -0.589
N -1.665 1.774 -2.011
C -0.754 0.893 -2.766
H -2.094 3.429 0.646
H -3.185 3.510 -0.758
H -1.889 4.706 -0.548
H -2.377 2.229 -2.564
H -1.274 0.044 -3.212
H 0.053 0.551 -2.118
H -0.221 1.342 -3.604
C 3.564 0.396 -2.311
C 2.523 -0.593 -1.857
O 1.966 -0.383 -0.756
N 2.234 -1.644 -2.588
C 1.187 -2.604 -2.302
H 3.156 1.132 -3.003
H 4.369 -0.067 -2.882
H 4.147 0.938 -1.565
H 2.853 -1.796 -3.372
H 0.198 -2.195 -2.507
H 1.181 -2.811 -1.231
H 1.513 -3.446 -2.913
*
```

* E: -1172.8457 hartree
* ΔE to the lowest compared entry with this formula, charge and spin: 71.8 kJ/mol
* molar mass: 389.16 g/mol
* HOMO level: -7.2 eV